Record 1
{"formula": "C19H22N4O2", "method": "wB97M-V/def2-TZVPD", "species": ["C", "H", "O", "C", "C", "N", "C", "C", "C", "C", "C", "N", "C", "N", "C", "C", "C", "C", "C", "C", "N", "H", "H", "H", "H", "C", "H", "H", "H", "H", "C", "H", "H", "C", "O", "C", "H", "H", "H", "H", "H", "H", "H", "H", "H", "H", "H"], "coordinates": [[-0.79396, -2.40177, -2.97601], [-0.43878, -2.77835, -3.94304], [-0.41020, -1.06339, -2.78393], [0.97485, -0.82868, -2.83469], [1.70646, -1.12265, -1.51179], [1.20265, -0.22324, -0.49517], [-0.09866, -0.44687, -0.03602], [-0.61679, -1.67254, 0.29725], [-1.92942, -1.83013, 0.78127], [-2.71519, -0.70887, 0.96398], [-4.02828, -0.79372, 1.46831], [-5.09043, -0.90355, 1.88766], [-2.19697, 0.56820, 0.62921], [-2.78415, 1.72972, 0.71202], [-1.89250, 2.63330, 0.21607], [-2.03182, 4.00982, 0.05846], [-0.98704, 4.70054, -0.51291], [0.17508, 4.04970, -0.93501], [0.34008, 2.68844, -0.78165], [-0.69636, 1.98300, -0.18679], [-0.89083, 0.65023, 0.10775], [1.23136, 2.19474, -1.13187], [0.96199, 4.62649, -1.39792], [-1.06595, 5.76877, -0.65140], [-2.93972, 4.49894, 0.37112], [-2.42623, -3.20290, 1.10357], [-2.52893, -3.78408, 0.18665], [-1.71795, -3.72212, 1.74826], [-3.39322, -3.16233, 1.59777], [0.00694, -2.54863, 0.21662], [2.13584, 0.27270, 0.49546], [3.01874, 0.66610, -0.01616], [1.65597, 1.09303, 1.03508], [2.58767, -0.80971, 1.49923], [3.62983, -0.38881, 2.34096], [3.25019, 0.52617, 3.34125], [2.39344, 0.15220, 3.91433], [4.10973, 0.62596, 4.00108], [3.00056, 1.50938, 2.92862], [1.72131, -1.14404, 2.09201], [2.99329, -1.66606, 0.95290], [2.76831, -0.91607, -1.65377], [1.59975, -2.18349, -1.25051], [1.07527, 0.23661, -3.05896], [1.43740, -1.41197, -3.64351], [-0.42130, -3.05995, -2.18381], [-1.88199, -2.41013, -2.96197]], "gap_ev": 7.791, "multiplicity": 1, "smiles": "COCCN(CCOC)c1cc(C)c(C#N)c2nc3ccccc3n12", "homo_energy_ev": -7.82, "de_lowest_kcal_mol": 62.78}


Record 2
{"formula": "H3N3O", "method": "wB97M-V/def2-TZVPD", "species": ["N", "N", "N", "O", "H", "H", "H"], "coordinates": [[-3.24986, -0.34700, 0.24734], [-3.07467, 0.71317, 0.00666], [0.58893, -0.36687, 0.31630], [-0.03404, 0.79763, -0.38398], [0.33293, 1.55315, -0.00417], [-0.29501, -0.92767, 0.46588], [1.37508, -0.73220, -0.22054]], "gap_ev": 11.055, "multiplicity": 1, "smiles": "N#N.NO", "homo_energy_ev": -9.75, "de_lowest_kcal_mol": 4.19}


Record 3
{"formula": "C19H22N2O4S", "method": "wB97M-V/def2-TZVPD", "species": ["O", "C", "N", "H", "C", "H", "H", "C", "C", "H", "C", "H", "C", "H", "H", "O", "H", "H", "H", "C", "C", "C", "C", "C", "C", "H", "S", "O", "O", "N", "H", "C", "C", "C", "C", "C", "C", "C", "H", "H", "H", "H", "H", "H", "H", "H", "H", "H"], "coordinates": [[2.49925, 2.10070, 1.17949], [1.52075, 1.38033, 1.10525], [1.59975, 0.02874, 1.10158], [0.77508, -0.50905, 0.88512], [2.86687, -0.63025, 0.91494], [3.63689, 0.08500, 1.21067], [2.92339, -1.51686, 1.55140], [3.06541, -1.03517, -0.56577], [4.53989, -1.31936, -0.87296], [4.61255, -1.98911, -1.72968], [5.07993, 0.07226, -1.22714], [5.61054, 0.51353, -0.38519], [3.81399, 0.89004, -1.55202], [3.80676, 1.27623, -2.57342], [3.69577, 1.72703, -0.85398], [2.70462, 0.01082, -1.43649], [5.75944, 0.03294, -2.07583], [5.05426, -1.77097, -0.02782], [2.40781, -1.87754, -0.80548], [0.13689, 1.94475, 1.02840], [0.00648, 3.27437, 0.63019], [-1.23895, 3.86602, 0.50567], [-2.38265, 3.12820, 0.76968], [-2.24485, 1.81544, 1.17501], [-1.01180, 1.21590, 1.31988], [-0.99694, 0.19777, 1.67711], [-3.69397, 0.81512, 1.45685], [-3.28267, -0.45475, 1.99024], [-4.69813, 1.54372, 2.17029], [-4.28007, 0.67797, -0.11658], [-5.17947, 0.22090, -0.08117], [-3.37764, 0.11580, -1.10686], [-2.77573, -1.21426, -0.72910], [-1.39871, -1.39114, -0.73491], [-0.84734, -2.60479, -0.36070], [-1.66530, -3.65101, 0.02703], [-3.03957, -3.48448, 0.02389], [-3.59065, -2.27592, -0.35812], [-4.66422, -2.15303, -0.35835], [-3.68327, -4.29842, 0.32178], [-1.23348, -4.59346, 0.32941], [0.22583, -2.73564, -0.37200], [-0.75614, -0.57723, -1.04526], [-3.93707, 0.02443, -2.04373], [-2.58156, 0.85067, -1.26037], [-3.37225, 3.54564, 0.67777], [-1.31842, 4.89745, 0.19810], [0.90869, 3.83065, 0.42315]], "gap_ev": 9.672, "multiplicity": 1, "smiles": "O=C(NC[C@@H]1CCCO1)c1cccc(S(=O)(=O)NCc2ccccc2)c1", "homo_energy_ev": -9.41, "de_lowest_kcal_mol": 34.93}


Record 4
{"formula": "C9H21BFNO3P", "method": "wB97M-V/def2-TZVPD", "species": ["C", "C", "P", "C", "C", "C", "F", "C", "C", "C", "C", "O", "O", "B", "N", "O", "H", "H", "H", "H", "H", "H", "H", "H", "H", "H", "H", "H", "H", "H", "H", "H", "H", "H", "H", "H", "H"], "coordinates": [[-2.37037, 1.84072, 1.73439], [-1.14136, 1.32448, 1.54456], [-0.34669, 1.22179, -0.25254], [-1.75046, 0.00063, -0.81589], [-1.38500, -1.16734, -1.73633], [-0.82048, -0.79607, -3.09810], [-1.48452, 0.28329, -3.66770], [0.84062, -0.27196, 0.24720], [0.31684, -1.32782, 1.23910], [0.85622, -2.74069, 0.90643], [2.23483, -2.92022, 1.49510], [2.44638, -3.17456, 2.64976], [3.28227, -2.78481, 0.64254], [1.06387, 2.56055, 0.20809], [0.86005, 3.57221, 1.23769], [2.29011, 2.61651, -0.44215], [-2.66325, 2.72827, 1.17162], [-3.11515, 1.43054, 2.41784], [-0.59802, 0.98705, 2.43433], [0.20472, 1.26043, -1.65059], [-1.23683, 2.36382, -0.62855], [-2.47880, 0.61782, -1.34783], [-2.27795, -0.37107, 0.06316], [-2.31044, -1.72963, -1.93157], [-0.70730, -1.88951, -1.27433], [-0.85098, -1.65632, -3.77497], [0.23020, -0.51350, -2.99811], [1.17391, -0.74645, -0.68715], [1.74405, 0.17101, 0.68190], [0.71439, -1.08677, 2.22575], [-0.76855, -1.36286, 1.30544], [0.23130, -3.53923, 1.30713], [0.94547, -2.86466, -0.17526], [2.97540, -2.30609, -0.13894], [0.00190, 4.07618, 1.04046], [1.61099, 4.25843, 1.19519], [2.28262, 1.93584, -1.12769]], "total_charge": -1, "gap_ev": 5.947, "multiplicity": 1, "homo_energy_ev": -2.98}


Record 5
{"formula": "C6H10N", "method": "wB97M-V/def2-TZVPD", "species": ["C", "C", "C", "C", "C", "C", "N", "H", "H", "H", "H", "H", "H", "H", "H", "H", "H"], "coordinates": [[2.65674, 0.92862, 0.46051], [2.14884, -0.24084, 0.29134], [1.09605, -1.24778, 0.16006], [-0.21033, -0.42085, -0.09395], [-1.39696, -1.31693, -0.37360], [-1.41553, 1.62111, -0.10061], [-0.17660, 0.82974, -0.08772], [3.61498, 1.37916, 0.33334], [1.35437, -2.11644, -0.52040], [0.76833, -1.74663, 1.09895], [-2.00839, -0.82492, -1.20068], [-1.77991, -1.37618, 0.64140], [-1.14762, -2.26575, -0.63125], [-1.77617, 1.66461, 0.98032], [-1.26404, 2.49064, -0.60009], [-2.23736, 1.09910, -0.57327], [1.77361, 1.54333, 0.21564]], "total_charge": 1, "gap_ev": 8.125, "multiplicity": 1, "homo_energy_ev": -14.31, "de_lowest_kcal_mol": 79.68}


Record 6
{"formula": "C4H9NO", "method": "wB97M-V/def2-TZVPD", "species": ["C", "C", "N", "C", "C", "O", "H", "H", "H", "H", "H", "H", "H", "H", "H"], "coordinates": [[1.62764, -0.45624, 0.24685], [0.55115, -0.49425, -0.80355], [-0.74847, -1.04801, -0.49273], [-0.95436, 0.35385, -0.68138], [-1.13551, 1.16572, 0.55200], [-0.93109, 0.42084, 1.73293], [2.46314, 0.18649, -0.05690], [1.22617, -0.08935, 1.19192], [2.02330, -1.46761, 0.40303], [0.91332, -0.78012, -1.80714], [-1.11531, -1.59289, -1.26383], [-0.22710, 0.72776, -1.52825], [-2.17540, 1.52766, 0.49204], [-0.49293, 2.05509, 0.57046], [-1.02453, -0.50893, 1.44456]], "gap_ev": 9.587, "multiplicity": 1, "smiles": "C[C@H]1N[C@H]1CO", "homo_energy_ev": -8.57, "de_lowest_kcal_mol": 97.50}


Record 7
{"formula": "C36H29BrN7O3Sn", "method": "wB97M-V/def2-TZVPD", "species": ["Sn", "C", "N", "C", "C", "N", "C", "C", "C", "C", "C", "C", "N", "C", "N", "C", "C", "C", "C", "C", "C", "N", "H", "H", "H", "H", "H", "H", "H", "H", "H", "H", "H", "H", "H", "H", "H", "O", "C", "C", "C", "C", "C", "C", "C", "O", "N", "N", "C", "C", "C", "C", "C", "C", "C", "O", "H", "H", "H", "H", "H", "H", "H", "H", "H", "H", "Br", "C", "C", "C", "C", "C", "C", "H", "H", "H", "H"], "coordinates": [[-0.16352, -0.38413, 0.33827], [-0.57473, -0.51023, 4.12910], [-0.64778, 0.60878, 3.22746], [0.21220, 1.72998, 3.55208], [1.60453, 1.34326, 3.17617], [1.85234, 0.58294, 2.14305], [3.23272, 0.39949, 2.12677], [4.02873, -0.36064, 1.27528], [5.38538, -0.38680, 1.52632], [5.94609, 0.32273, 2.59952], [5.16730, 1.07123, 3.45868], [3.80156, 1.09157, 3.20143], [2.72578, 1.66915, 3.86256], [-1.08512, -1.72757, 3.42110], [-0.82900, -1.99306, 2.15374], [-1.50046, -3.18355, 1.86789], [-1.56465, -3.91406, 0.68275], [-2.29848, -5.08243, 0.69734], [-2.95192, -5.51923, 1.85977], [-2.88921, -4.80852, 3.04087], [-2.14706, -3.63341, 3.02089], [-1.85864, -2.68138, 3.98710], [-1.12689, -0.35207, 5.06129], [0.47415, -0.67849, 4.38494], [-1.60272, 0.91280, 3.11555], [0.16273, 2.05322, 4.59837], [-0.10294, 2.57291, 2.93206], [3.58699, -0.91289, 0.45623], [6.03458, -0.96627, 0.88411], [7.01453, 0.27063, 2.76306], [5.59902, 1.61444, 4.28964], [2.77819, 2.28412, 4.65627], [-1.05484, -3.56662, -0.20770], [-2.37338, -5.67855, -0.20242], [-3.52056, -6.43916, 1.82801], [-3.39688, -5.15253, 3.93305], [-2.18365, -2.68960, 4.93912], [-1.19185, -3.72273, -3.85928], [-0.54894, -2.98577, -4.77827], [-0.17173, -3.60296, -5.96942], [0.44483, -2.86893, -6.95895], [0.69694, -1.50389, -6.79318], [0.36986, -0.89731, -5.60374], [-0.23205, -1.62902, -4.56898], [-0.51870, -1.03154, -3.26156], [-1.33518, -1.50300, -2.47193], [0.16964, 0.15441, -2.93500], [-0.41268, 0.90728, -1.88346], [-1.50448, 1.47250, -2.23737], [-2.34663, 2.22101, -1.34800], [-3.14471, 3.22666, -1.91885], [-3.93009, 4.04634, -1.14635], [-3.96137, 3.83421, 0.23299], [-3.22647, 2.81965, 0.80682], [-2.39595, 1.98410, 0.03837], [-1.76480, 0.99786, 0.66167], [-1.49156, -3.12368, -3.14890], [-0.38945, -4.65536, -6.09619], [0.72682, -3.35438, -7.88430], [1.14647, -0.93156, -7.59290], [0.56788, 0.15697, -5.46219], [-1.81357, 1.41010, -3.28342], [-3.11476, 3.35909, -2.99513], [-4.51943, 4.83656, -1.58959], [-4.58743, 4.45839, 0.85828], [-3.28073, 2.63181, 1.87319], [6.25271, 0.40978, -2.92377], [4.36342, 0.31771, -2.94737], [3.62130, 1.48244, -3.03962], [2.23813, 1.40702, -3.04189], [1.60160, 0.17668, -2.94130], [2.35884, -0.98627, -2.83464], [3.74342, -0.91883, -2.85600], [4.12033, 2.43630, -3.14105], [1.63895, 2.30608, -3.11655], [1.87338, -1.95208, -2.75751], [4.33881, -1.81927, -2.78698]], "total_charge": 1, "gap_ev": 8.155, "multiplicity": 1, "homo_energy_ev": -10.48, "de_lowest_kcal_mol": 3.05}


Record 8
{"formula": "C2H7NO2S2", "method": "wB97M-V/def2-TZVPD", "species": ["C", "C", "N", "O", "O", "S", "S", "H", "H", "H", "H", "H", "H", "H"], "coordinates": [[1.57639, -1.36473, -1.15291], [0.23099, 1.42344, 1.25502], [-1.48951, -0.20900, 0.75760], [-0.26436, 0.91855, -1.31385], [0.60184, -1.01716, -0.12271], [-2.74105, -0.85420, -0.15219], [-0.31406, 0.27058, -0.05091], [1.70627, -0.37598, -1.68524], [2.44085, -1.61509, -0.45104], [0.96309, -2.27886, -1.49947], [1.30930, 1.76897, 1.27125], [-0.26870, 2.27626, 0.97151], [-0.11433, 0.90993, 2.06303], [-3.63672, 0.14728, 0.10990]], "gap_ev": 9.063, "multiplicity": 1, "homo_energy_ev": -8.42, "de_lowest_kcal_mol": 103.97}